Molecular formula: C19H17CdN3O7S2
Method: DFT, ωB97M-V/def2-TZVPD

Last column: natural (NBO) charge in e.
CARTESIAN COORDINATES (ANGSTROEM)
Cd1 -1.309 -1.075 -0.271  1.647
C1 -2.507 -1.577 2.791  -0.301
O1 -1.232 -1.051 2.357  -0.536
C2 -0.863 0.152 2.810  0.406
C3 -1.460 0.725 3.888  -0.309
C4 -0.967 1.908 4.338  -0.200
C5 0.017 2.555 3.676  -0.263
C6 0.620 1.967 2.637  -0.200
C7 0.214 0.759 2.105  0.029
N1 0.670 0.143 0.883  -0.267
N2 1.624 0.780 0.355  -0.190
C8 2.140 0.380 -0.848  -0.027
C9 1.767 -0.852 -1.548  0.419
O2 0.879 -1.628 -1.139  -0.712
C10 2.485 -1.187 -2.779  -0.262
C11 3.444 -0.377 -3.274  -0.172
C12 3.812 0.869 -2.633  -0.119
C13 4.745 1.743 -3.212  -0.179
C14 5.115 2.931 -2.588  -0.281
C15 4.437 3.299 -1.445  -0.223
C16 3.436 2.520 -0.900  -0.224
C17 3.122 1.250 -1.425  0.003
H1 -2.252 -1.912 3.791  0.145
H2 -2.704 -2.466 2.150  0.248
H3 -3.347 -0.857 2.775  0.246
H4 -2.305 0.279 4.407  0.225
H5 -1.492 2.391 5.156  0.190
H6 0.385 3.566 3.993  0.190
H7 1.455 2.495 2.170  0.211
H8 2.156 -2.101 -3.242  0.212
H9 3.978 -0.588 -4.199  0.189
H10 5.211 1.531 -4.130  0.188
H11 5.799 3.667 -3.046  0.193
H12 4.583 4.274 -0.988  0.193
H13 2.863 2.776 0.005  0.231
N3 -2.497 -2.080 -2.155  -0.916
C18 -3.050 -3.404 -1.682  -0.348
C19 -2.299 -3.992 -0.466  0.780
O3 -2.259 -5.229 -0.332  -0.733
O4 -1.690 -3.125 0.262  -0.882
H14 -3.239 -1.370 -2.227  0.409
H15 -1.946 -2.163 -3.004  0.364
H16 -3.043 -4.116 -2.479  0.180
H17 -4.046 -3.198 -1.314  0.234
O5 -4.425 0.560 1.650  -1.043
S1 -4.256 0.214 0.213  2.254
O6 -5.339 0.805 -0.537  -1.019
O7 -3.945 -1.225 0.028  -1.083
S2 -2.484 1.032 -0.579  -0.896

* E_tot: -65019.0529 eV
* charge: -2
* max |F|: 3.39 eV Å⁻¹
* ΔE to the lowest compared entry with this formula, charge and spin: 6.5 kcal per mole
* LUMO level: 4.47 eV



Molecular formula: C3H13NO4
Method: DFT, ωB97M-V/def2-TZVPD

Last column: natural (NBO) charge in e.
CARTESIAN COORDINATES (ANGSTROEM)
C1 1.077 3.120 -0.397  -0.614
C2 0.504 1.689 -0.231  -0.513
C3 -0.748 1.492 0.571  0.686
N1 -1.507 2.606 0.799  -0.815
O1 -1.141 0.370 0.838  -0.646
H1 1.033 3.632 0.571  0.191
H2 2.137 3.058 -0.626  0.224
H3 0.524 3.662 -1.159  0.213
H4 1.314 1.097 0.152  0.232
H5 0.416 1.301 -1.242  0.249
H6 -0.970 3.454 0.849  0.393
H7 -2.293 2.438 1.383  0.404
O2 0.248 -4.064 -1.103  -0.982
H8 0.224 -3.104 -1.192  0.489
H9 0.152 -4.343 -0.191  0.481
O3 1.413 -1.577 -1.452  -0.946
H10 2.113 -1.746 -0.816  0.483
H11 1.741 -1.906 -2.285  0.477
O4 -0.421 -2.401 1.315  -0.962
H12 -0.955 -2.403 0.513  0.465
H13 -0.418 -1.452 1.483  0.492

* E_tot: -13002.5287 eV
* SMILES: CCC(N)=O.O.O.O
* charge: 0
* max |F|: 1.88 eV Å⁻¹
* ΔE to the lowest compared entry with this formula, charge and spin: 14.7 kcal per mole
* LUMO level: 0.56 eV



Molecular formula: C32H64Cl12O5
Method: DFT, ωB97M-V/def2-TZVPD

Last column: Mulliken charge in e.
CARTESIAN COORDINATES (ANGSTROEM)
C1 -1.764 -3.966 -0.241  -0.060
C2 -2.317 -3.563 1.177  0.961
C3 -3.849 -3.477 0.914  -0.600
O1 -3.871 -2.838 -0.397  -0.412
C4 -2.912 -3.557 -1.225  -0.498
H1 -1.569 -5.024 -0.391  0.370
H2 -0.836 -3.493 -0.570  -0.353
H3 -1.929 -2.589 1.541  -1.037
H4 -2.084 -4.276 1.997  0.473
H5 -4.341 -2.818 1.657  0.323
H6 -4.320 -4.490 0.899  0.262
H7 -2.507 -2.851 -1.922  0.214
H8 -3.353 -4.431 -1.701  0.334
C5 -0.149 5.838 -0.685  -0.553
C6 1.064 5.723 0.266  -0.571
C7 0.625 4.561 1.226  -0.370
O2 -0.180 3.700 0.413  -0.321
C8 -0.620 4.381 -0.805  0.337
H9 0.165 6.291 -1.626  0.390
H10 -0.837 6.518 -0.207  0.331
H11 1.313 6.660 0.811  0.398
H12 1.995 5.390 -0.225  0.100
H13 0.005 4.960 2.038  0.191
H14 1.493 4.025 1.624  0.264
H15 -1.688 4.244 -0.873  0.228
H16 -0.167 3.883 -1.657  -0.505
C9 -0.699 1.473 -4.941  -0.698
C10 -1.441 2.831 -5.192  -0.535
C11 -0.302 3.834 -4.831  -0.478
O3 0.581 3.216 -3.880  -0.405
C12 0.116 1.858 -3.763  1.081
H17 -0.093 1.226 -5.809  0.347
H18 -1.424 0.689 -4.797  0.403
H19 -2.175 2.970 -4.373  0.106
H20 -1.822 3.044 -6.179  0.454
H21 -0.699 4.704 -4.273  0.224
H22 0.267 4.197 -5.727  0.321
H23 -0.493 1.725 -2.841  -0.639
H24 0.979 1.224 -3.613  -0.227
C13 -2.438 -1.450 4.927  -0.753
C14 -1.086 -2.145 5.206  -0.560
C15 -0.412 -1.904 3.864  0.165
O4 -0.908 -0.641 3.336  -0.117
C16 -1.948 -0.198 4.196  -0.009
H25 -2.939 -1.228 5.871  0.441
H26 -3.121 -2.099 4.399  0.192
H27 -1.202 -3.224 5.410  0.318
H28 -0.477 -1.613 5.945  0.322
H29 -0.759 -2.641 3.149  -0.381
H30 0.676 -1.862 3.857  0.199
H31 -2.693 0.244 3.593  -0.234
H32 -1.614 0.541 4.926  0.339
C17 2.408 -5.244 3.305  -0.734
C18 2.463 -4.191 2.128  -0.362
C19 1.061 -4.258 1.594  0.791
O5 0.211 -4.726 2.674  -0.344
C20 1.035 -4.943 3.780  -0.298
H33 3.171 -5.148 4.087  0.353
H34 2.438 -6.266 2.915  0.305
H35 3.195 -4.449 1.382  0.427
H36 2.708 -3.198 2.531  -0.092
H37 0.943 -4.913 0.697  0.308
H38 0.736 -3.305 1.222  -0.663
H39 0.517 -5.808 4.262  0.311
H40 1.067 -4.064 4.412  0.062
Cl1 -1.879 4.274 3.985  -0.233
C21 -2.605 3.279 2.633  1.002
C22 -3.756 4.006 2.034  -0.347
Cl2 -5.162 3.869 3.137  -0.207
H41 -2.855 2.312 3.057  -0.110
H42 -1.791 3.135 1.877  -0.656
H43 -4.033 3.626 1.052  0.224
H44 -3.507 5.077 1.946  0.391
Cl3 2.079 -0.439 1.763  -0.265
C23 1.004 0.816 1.001  -0.049
C24 -0.230 0.258 0.385  0.819
Cl4 0.286 -0.843 -0.939  0.081
H45 1.605 1.310 0.273  0.113
H46 0.743 1.473 1.842  0.185
H47 -0.844 1.049 -0.014  -0.276
H48 -0.748 -0.416 1.099  -0.527
Cl5 7.451 -1.461 0.762  -0.203
C25 5.686 -1.372 0.813  -0.072
C26 5.147 -1.609 -0.555  0.074
Cl6 5.684 -3.053 -1.381  -0.186
H49 5.263 -0.405 1.096  0.246
H50 5.332 -2.154 1.485  0.090
H51 5.416 -0.749 -1.156  0.328
H52 4.026 -1.657 -0.433  -0.238
Cl7 -3.920 0.308 1.241  -0.033
C27 -4.757 0.001 -0.338  -0.819
C28 -3.755 -0.109 -1.420  0.319
Cl8 -2.981 1.455 -1.781  -0.095
H53 -5.422 0.847 -0.419  0.488
H54 -5.260 -0.939 -0.255  0.315
H55 -4.201 -0.487 -2.359  0.441
H56 -2.990 -0.807 -1.126  -0.662
Cl9 4.076 1.890 -1.148  -0.141
C29 3.261 2.916 -2.396  0.389
C30 3.779 2.581 -3.741  0.096
Cl10 5.400 3.222 -4.068  -0.217
H57 3.418 3.934 -2.109  0.473
H58 2.186 2.682 -2.421  -0.655
H59 3.119 3.033 -4.480  0.145
H60 3.896 1.521 -3.887  -0.084
Cl11 2.851 -0.506 -5.257  -0.173
C31 1.915 -1.634 -4.352  0.090
C32 2.782 -2.233 -3.284  -0.458
Cl12 1.861 -3.554 -2.391  -0.190
H61 1.445 -2.327 -5.069  0.402
H62 1.064 -1.060 -3.906  -0.167
H63 3.076 -1.444 -2.569  -0.048
H64 3.657 -2.677 -3.708  0.562

* E_tot: -194728.0422 eV
* SMILES: C1CCOC1.C1CCOC1.C1CCOC1.C1CCOC1.C1CCOC1.ClCCCl.ClCCCl.ClCCCl.ClCCCl.ClCCCl.ClCCCl
* charge: 0
* max |F|: 2.39 eV Å⁻¹
* LUMO level: 0.39 eV



Molecular formula: C22H15EuO5P
Method: DFT, ωB97M-V/def2-TZVPD

Last column: Löwdin spin population.
CARTESIAN COORDINATES (ANGSTROEM)
Eu1 -0.144 0.105 0.310  5.024
O1 -3.163 -2.092 0.940  0.000
C1 -2.259 -1.594 0.438  -0.005
C2 -0.307 2.273 -1.204  -0.008
O2 -0.466 3.267 -1.764  -0.001
C3 2.316 -1.051 0.083  -0.003
O3 3.345 -1.573 0.024  0.002
C4 -0.153 -1.013 -2.286  -0.003
O4 -0.167 -1.469 -3.340  0.001
O5 -0.985 0.468 2.494  -0.010
P1 -0.262 1.369 3.513  0.004
C5 1.255 0.480 4.071  0.009
C6 1.453 0.208 5.444  0.019
C7 2.651 -0.313 5.928  0.005
C8 3.626 -0.757 5.025  0.001
C9 3.352 -0.680 3.652  0.007
C10 2.207 -0.043 3.184  0.001
C11 -0.246 3.097 2.913  0.007
C12 0.389 3.500 1.721  0.000
C13 0.470 4.848 1.380  0.007
C14 0.002 5.834 2.252  0.000
C15 -0.723 5.455 3.383  0.007
C16 -0.949 4.098 3.626  0.022
C17 -1.095 1.564 5.093  0.092
C18 -0.513 2.479 5.999  0.279
C19 -0.969 2.595 7.302  0.064
C20 -1.993 1.759 7.738  0.080
C21 -2.571 0.832 6.870  0.302
C22 -2.137 0.741 5.536  0.068
H1 0.671 0.431 6.170  0.005
H2 2.795 -0.405 7.006  0.000
H3 4.545 -1.220 5.395  0.000
H4 4.039 -1.128 2.932  0.000
H5 2.050 0.055 2.102  0.000
H6 0.871 2.757 1.076  0.000
H7 0.896 5.121 0.413  0.000
H8 0.140 6.885 2.016  0.000
H9 -1.130 6.211 4.060  0.000
H10 -1.634 3.839 4.443  0.008
H11 0.341 3.075 5.675  0.004
H12 -0.534 3.347 7.957  0.000
H13 -2.372 1.860 8.746  0.001
H14 -3.372 0.167 7.210  0.011
H15 -2.574 0.023 4.844  0.000

* E_tot: -61881.7008 eV
* 2S+1: 7
* charge: +3
* <S²>: 12.031
* max |F|: 5.32 eV Å⁻¹
* ΔE to the lowest compared entry with this formula, charge and spin: 0.0 kcal per mole
* LUMO level (spin up / spin down): -9.76 / -13.42 eV